175
Properties=species:S:1:pos:R:3:forces:R:3 method="wB97M-V/def2-TZVPD" e_homo_ev=-3.7089 energy_ha=-7043.4393 gap_ev=4.94 charge=-1 e_lumo_ev=1.23
C 5.226 -3.410 -2.473 0.580 0.862 0.612
C 5.493 -2.166 -1.428 -0.728 -0.594 0.921
C 6.180 -2.739 -0.017 -1.426 0.227 -0.378
C 5.568 -1.812 1.190 0.568 -1.079 0.776
O 6.292 -1.941 2.484 -1.574 0.509 -1.944
In 4.763 -1.519 3.911 0.355 -0.409 -0.221
S 3.127 -0.006 2.675 0.594 0.788 -0.921
C 3.796 -3.493 4.519 -0.148 -0.784 1.126
C 2.190 -3.278 4.769 0.408 -0.922 -0.908
C 1.481 -3.092 3.292 -0.195 -1.015 0.840
C 0.898 -4.561 2.857 -0.679 1.000 -0.495
C -0.180 -4.487 1.580 1.155 0.328 1.946
O 0.582 -4.864 0.384 -2.636 -1.291 0.311
C -0.077 -5.901 -0.417 0.063 0.458 -1.913
C -0.337 -5.251 -1.933 0.178 0.041 0.679
P 5.594 -0.181 5.907 0.231 0.389 1.459
C 7.193 0.819 5.469 -0.231 0.647 -0.896
C 4.165 1.102 6.235 -0.134 0.598 -1.319
H 5.097 -2.935 -3.541 0.208 -1.458 2.044
H 6.182 -4.112 -2.401 -2.167 1.309 -0.479
H 4.252 -3.985 -2.115 2.160 1.115 -0.930
H 4.415 -1.768 -1.111 2.352 -0.578 -0.714
H 6.093 -1.271 -1.895 -1.106 -1.938 0.944
H 7.354 -2.776 -0.064 -2.338 0.111 0.179
H 5.710 -3.823 0.124 1.362 2.115 -0.220
H 4.471 -2.228 1.408 1.951 1.146 -1.174
H 5.551 -0.695 0.832 -0.149 -1.983 0.590
H 3.946 0.611 1.704 -0.774 -0.799 1.237
H 4.030 -4.367 3.750 -0.752 1.812 1.468
H 4.311 -3.828 5.540 -1.035 0.683 -2.046
H 1.951 -2.377 5.479 0.596 -1.689 -1.332
H 1.756 -4.278 5.236 0.669 2.164 -0.702
H 0.598 -2.325 3.407 1.757 -1.369 -0.608
H 2.298 -2.774 2.515 -1.836 -0.228 1.467
H 0.308 -5.005 3.766 1.353 0.615 -1.704
H 1.802 -5.216 2.505 -1.880 0.960 0.873
H -1.053 -5.208 1.874 1.519 1.145 -1.064
H -0.585 -3.391 1.493 0.698 -2.021 -0.027
H -1.130 -6.242 -0.040 2.091 0.638 -0.241
H 0.660 -6.807 -0.504 -1.492 1.591 0.194
H 0.697 -4.825 -2.329 -2.283 -1.012 0.707
H -1.089 -4.333 -1.810 1.615 -2.087 -0.357
H -0.792 -6.074 -2.665 1.041 1.877 1.525
H 7.425 1.653 6.265 -0.551 -1.586 -1.576
H 6.977 1.290 4.396 1.101 -0.780 2.285
H 8.086 0.059 5.464 -1.774 1.510 -0.225
H 3.961 1.609 5.194 -0.003 -0.754 2.089
H 4.468 1.934 7.000 -0.654 -1.748 -1.221
H 3.203 0.492 6.547 2.005 1.354 -0.483
C 1.046 2.575 -3.675 0.396 0.166 0.019
C 0.948 1.088 -3.958 -0.659 0.386 0.500
O 2.133 0.626 -4.624 1.722 -0.803 0.441
C 3.199 0.318 -3.819 -2.339 0.940 2.427
O 3.184 0.422 -2.595 0.618 -0.410 -3.133
C 4.369 -0.205 -4.651 2.073 -0.813 -0.895
F 4.582 0.527 -5.783 -0.446 -0.274 0.872
F 4.171 -1.490 -5.063 -0.280 1.111 0.376
F 5.551 -0.201 -3.972 -1.522 0.242 -0.485
H 1.254 3.130 -4.595 -0.165 -0.396 0.537
H 0.115 2.948 -3.239 0.103 -0.077 -0.079
H 1.865 2.791 -2.981 -0.177 -0.138 0.049
H 0.108 0.897 -4.633 0.377 -0.121 -0.137
H 0.762 0.513 -3.043 0.309 0.055 -0.175
C -2.175 -9.528 6.304 0.563 0.040 -0.384
C -1.915 -8.200 6.989 -0.774 -0.062 -0.171
O -0.506 -7.996 7.171 1.303 0.811 -0.999
C 0.174 -7.482 6.097 -2.964 -0.081 -1.148
O -0.353 -7.201 5.024 1.683 -0.590 2.415
C 1.648 -7.271 6.444 2.799 0.540 0.229
F 2.185 -8.322 7.128 -0.847 0.588 -0.545
F 1.837 -6.172 7.228 -0.700 -0.924 -0.653
F 2.435 -7.094 5.345 -1.363 -0.272 0.928
H -1.700 -10.345 6.857 -0.017 0.717 -0.443
H -3.249 -9.725 6.235 0.150 0.056 0.051
H -1.754 -9.540 5.294 -0.143 0.169 0.072
H -2.367 -8.206 7.986 0.470 0.136 -0.168
H -2.366 -7.366 6.437 0.341 -0.118 -0.015
C -3.484 6.972 -5.886 0.365 0.100 0.192
C -3.581 5.485 -6.170 -0.797 0.421 0.357
O -2.397 5.023 -6.836 1.875 -0.803 0.629
C -1.330 4.716 -6.030 -2.464 0.984 2.024
O -1.346 4.819 -4.807 0.589 -0.431 -2.840
C -0.160 4.192 -6.863 2.042 -0.646 -1.430
F 0.053 4.924 -7.995 -0.505 -0.397 1.111
F -0.359 2.907 -7.275 -0.247 1.017 0.590
F 1.022 4.196 -6.184 -1.452 0.460 -0.715
H -3.276 7.527 -6.807 -0.137 -0.098 0.055
H -4.415 7.345 -5.451 0.059 -0.113 -0.084
H -2.665 7.188 -5.193 -0.611 -0.282 -0.186
H -4.421 5.294 -6.845 0.446 -0.183 -0.087
H -3.768 4.911 -5.255 0.292 0.069 -0.200
C -5.545 -14.550 9.970 -0.182 0.288 -0.172
C -4.105 -14.455 10.439 -0.477 -0.531 0.410
O -3.376 -13.519 9.632 0.389 1.937 0.124
C -3.491 -12.199 9.983 -1.840 -1.534 2.250
O -4.170 -11.799 10.925 1.766 -0.436 -2.385
C -2.627 -11.323 9.076 1.393 1.485 -1.481
F -2.723 -11.670 7.760 -0.604 -0.819 1.822
F -1.303 -11.405 9.393 -1.276 -0.232 0.075
F -2.954 -10.001 9.142 -0.129 -1.582 0.465
H -5.587 -14.793 8.903 0.069 -0.095 0.171
H -6.085 -15.320 10.530 0.118 0.087 -0.054
H -6.066 -13.596 10.100 0.085 -0.149 0.108
H -3.616 -15.427 10.321 0.157 0.348 -0.194
H -4.043 -14.192 11.502 0.018 0.196 -0.296
C 2.188 7.207 -0.819 -0.335 -0.149 -0.231
C 2.463 8.434 -1.669 0.354 -0.031 0.915
O 1.991 8.231 -3.009 -1.865 0.432 -1.111
C 0.660 8.481 -3.226 0.584 0.609 3.265
O -0.117 8.855 -2.351 1.356 -0.847 -2.493
C 0.307 8.275 -4.698 -0.478 -0.582 -2.329
F 0.863 7.144 -5.222 -0.361 0.944 0.801
F 0.739 9.306 -5.479 -0.211 -0.603 0.996
F -1.035 8.170 -4.915 1.603 0.451 0.760
H 2.615 6.313 -1.284 0.090 0.170 0.084
H 2.616 7.325 0.181 -0.059 0.016 -0.152
H 1.112 7.031 -0.718 0.400 0.241 -0.130
H 3.543 8.600 -1.734 -0.227 -0.043 -0.375
H 2.024 9.337 -1.229 -0.127 -0.213 -0.258
C -4.210 7.267 1.644 0.178 0.272 0.001
C -3.759 5.841 1.900 -0.766 0.174 0.108
O -2.358 5.701 1.622 1.637 0.163 1.108
C -1.502 6.065 2.630 -2.919 0.478 1.230
O -1.872 6.493 3.719 1.369 -0.924 -2.403
C -0.051 5.819 2.218 2.605 -0.618 -0.480
F 0.214 6.228 0.943 -0.845 -0.301 1.273
F 0.279 4.497 2.268 -0.810 1.208 0.095
F 0.847 6.466 3.015 -1.334 -0.419 -0.547
H -3.950 7.577 0.627 -0.098 -0.147 0.076
H -5.292 7.361 1.778 0.237 -0.079 -0.045
H -3.714 7.966 2.326 -0.137 -0.144 0.013
H -4.287 5.163 1.223 0.426 0.014 0.002
H -3.992 5.521 2.922 0.293 0.129 -0.144
C 7.345 0.577 -8.713 0.175 0.060 -0.336
C 6.471 -0.639 -8.473 0.340 0.364 0.818
O 5.873 -1.077 -9.703 0.540 -1.401 -1.587
C 6.644 -1.890 -10.494 1.824 0.672 2.718
O 7.785 -2.242 -10.206 -2.651 0.527 -1.218
C 5.870 -2.319 -11.740 -1.165 -0.644 -2.185
F 5.183 -1.290 -12.316 0.740 -0.625 0.776
F 4.947 -3.283 -11.463 0.893 0.790 0.215
F 6.672 -2.830 -12.717 -0.402 0.566 1.288
H 6.775 1.370 -9.209 -0.018 -0.089 0.187
H 7.739 0.963 -7.768 -0.102 -0.094 -0.098
H 8.188 0.335 -9.368 -0.058 -0.040 0.177
H 5.652 -0.375 -7.798 -0.037 -0.174 -0.416
H 7.032 -1.452 -7.996 -0.086 0.070 -0.337
C -5.933 0.341 -9.559 0.196 -0.102 0.312
C -6.759 1.613 -9.608 0.314 -0.299 -0.764
O -7.224 1.960 -8.295 0.714 1.189 1.526
C -6.346 2.659 -7.508 1.564 -0.476 -2.828
O -5.218 2.986 -7.866 -2.580 -0.510 1.352
C -6.986 3.004 -6.164 -0.991 0.375 2.470
F -7.673 1.958 -5.622 0.742 0.718 -0.843
F -7.878 4.030 -6.269 0.835 -0.775 -0.402
F -6.076 3.385 -5.222 -0.541 -0.413 -1.334
H -6.499 -0.468 -9.086 -0.018 0.115 -0.172
H -5.643 0.028 -10.566 -0.069 0.082 0.120
H -5.025 0.484 -8.965 -0.085 0.057 -0.178
H -7.647 1.449 -10.227 -0.042 0.125 0.410
H -6.200 2.440 -10.060 -0.050 -0.094 0.339
C -5.643 8.203 7.572 -0.291 -0.246 -0.081
C -5.368 9.429 6.722 0.312 0.028 0.840
O -5.840 9.226 5.382 -1.796 0.395 -1.025
C -7.171 9.476 5.165 0.520 0.663 3.213
O -7.947 9.850 6.040 1.396 -0.879 -2.470
C -7.524 9.270 3.692 -0.813 -0.439 -2.435
F -6.968 8.139 3.169 -0.371 0.886 0.871
F -7.092 10.301 2.912 -0.176 -0.640 1.032
F -8.866 9.165 3.476 1.317 0.191 0.732
H -5.216 7.308 7.107 0.088 0.185 0.085
H -5.215 8.320 8.572 -0.028 0.025 -0.160
H -6.718 8.026 7.673 0.135 0.136 0.056
H -4.288 9.596 6.657 -0.237 -0.070 -0.359
H -5.806 10.332 7.162 -0.123 -0.221 -0.257